# 1
Computed, not measured: C3H5NO3 in the gas phase, with ωB97M-V/def2-TZVPD.

```
12
Properties=species:S:1:pos:R:3:forces:R:3
O 0.441250 -1.992911 2.095573 1.213 0.563 0.531
C 0.679197 -1.377623 1.081785 -2.537 -1.445 -0.362
N 0.967458 -0.086342 0.864038 0.658 1.108 -1.276
C 0.603715 0.482227 -0.456414 -1.270 -1.454 1.987
C -0.980771 0.520061 -0.525805 2.158 1.514 -0.239
O -1.693801 0.068320 0.304223 -0.746 -0.337 -0.083
O -1.314956 1.244425 -1.614762 0.228 -0.331 -0.044
H 0.352685 -1.886359 0.134853 0.744 0.315 0.001
H 1.260724 0.572528 1.560309 -0.187 -0.253 0.539
H 1.065747 1.465166 -0.521130 -0.142 -0.199 -0.636
H 0.882821 -0.281750 -1.177897 0.436 0.581 -0.566
H -2.264070 1.272258 -1.744773 -0.555 -0.062 0.148
```
Forces are in eV/Å.

HOMO ... -9.77 eV
Net charge ... 0
Frontier orbital gap ... 10.23 eV
E ... -397.7955 Eh
Lowest unoccupied orbital energy ... 0.46 eV
F_max ... 2.94 eV/A
Structure (SMILES) ... O=CNCC(=O)O

=====

# 2
Computed, not measured: C3H5NO3 in the gas phase, with ωB97M-V/def2-TZVPD.

```
12
Properties=species:S:1:pos:R:3:forces:R:3
C -1.641044 0.295690 0.392284 1.805 -0.626 -3.787
C -0.324512 0.277139 -0.380321 1.099 -1.030 -1.772
C 0.595566 -0.913792 -0.248998 2.017 -0.235 1.054
N 1.856195 -0.599764 -0.022109 -3.450 2.305 -0.042
O 2.922307 -1.047414 0.174642 0.905 -0.633 -0.046
O 1.804407 1.097839 0.035388 -0.305 -2.008 -0.583
O 0.412066 1.352457 0.089886 1.112 1.347 1.692
H -1.512849 -0.005155 1.334510 0.567 -2.011 3.588
H -2.367953 -0.224900 -0.168231 -1.171 -0.326 -0.252
H -1.776742 1.295028 0.524408 -1.334 3.011 -0.201
H -0.339095 0.457326 -1.488773 -1.191 -0.363 0.496
H 0.371659 -1.984457 -0.242690 -0.054 0.567 -0.147
```
Forces are in eV/Å.

HOMO ... -9.22 eV
Net charge ... 0
Frontier orbital gap ... 9.75 eV
E ... -397.5309 Eh
Lowest unoccupied orbital energy ... 0.53 eV
F_max ... 4.24 eV/A
Structure (SMILES) ... C[C@@H]1C=[N+]([O-])OO1

=====

# 3
Computed, not measured: C3H5NO3S in the gas phase, with ωB97M-V/def2-TZVPD.

```
13
Properties=species:S:1:pos:R:3:forces:R:3
C -0.137937 0.975567 0.174005 -0.891 2.161 -0.055
C 0.886280 0.709003 -0.634139 0.231 0.455 -0.645
C -1.145649 0.034636 0.792156 1.029 1.374 -0.625
N -2.237303 -0.249391 0.185012 1.088 -0.419 -0.078
O 0.724441 -1.819115 0.063879 -1.448 -1.144 0.798
O 2.855909 -0.769927 -0.520767 0.370 -0.745 -1.588
O -2.492448 0.014499 -0.994167 -0.793 0.657 -1.943
S 1.274576 -1.051079 -1.011481 2.493 2.449 0.914
H -0.372221 2.123315 0.340829 0.492 -2.377 -0.136
H 1.586365 1.508869 -1.114683 -1.520 -1.626 0.948
H -1.085843 -0.285245 1.782160 0.326 -0.475 1.397
H 3.020066 -0.309112 0.309796 -0.726 0.089 0.171
H -2.876237 -0.882020 0.627400 -0.652 -0.399 0.842
```
Forces are in eV/Å.

HOMO ... -8.82 eV
Net charge ... 0
Frontier orbital gap ... 9.20 eV
E ... -795.8184 Eh
Lowest unoccupied orbital energy ... 0.39 eV
F_max ... 3.61 eV/A

=====

# 4
Computed, not measured: 2 unconnected molecules or ions with the total composition C3H5NO4, with ωB97M-V/def2-TZVPD.

```
13
Properties=species:S:1:pos:R:3:forces:R:3
C -1.030337 1.773416 0.100609 2.445 -2.617 0.726
C 1.999495 -0.388900 -0.510026 -2.147 -2.290 -0.039
C -0.333909 -0.318761 0.323661 1.945 4.101 0.644
N -1.515010 -0.961855 0.236527 -3.027 0.760 -0.300
O -2.376650 -0.491964 1.021503 -0.196 -0.724 0.141
O -0.210775 2.595696 0.007780 -1.134 -0.127 -0.277
O -1.741055 -1.694000 -0.710061 -0.282 -0.465 0.413
O 0.505053 -0.684798 -0.609034 2.425 0.727 -1.110
H -2.031885 1.558145 0.483652 -0.940 0.389 -0.102
H 2.353078 0.693621 -0.669154 -0.865 -1.713 0.818
H 2.165325 -1.019460 -1.404639 1.167 0.707 0.511
H 2.212913 -1.054426 0.409912 0.721 1.892 -1.216
H 0.003754 -0.006711 1.319269 -0.112 -0.641 -0.209
```
Forces are in eV/Å.

HOMO (spin up / spin down) ... -8.40 / -8.40 eV
Net charge ... 0
Frontier orbital gap (spin up / spin down) ... 7.91 / 7.91 eV
E ... -472.7798 Eh
Lowest unoccupied orbital energy (spin up / spin down) ... -0.49 / -0.50 eV
F_max ... 4.58 eV/A

=====

# 5
Computed, not measured: a molecular structure, C3H5NOS, with ωB97M-V/def2-TZVPD.

```
11
Properties=species:S:1:pos:R:3:forces:R:3
C 1.545449 -1.612224 -0.053402 -1.667 -0.377 -1.964
C 0.453431 0.806473 0.022936 2.376 3.005 0.776
C -0.879082 0.531030 0.650713 0.266 -2.032 1.686
H 1.499337 -1.708431 -1.476613 0.609 -0.082 4.764
H 2.448931 -1.980083 0.569799 -1.539 0.010 -1.766
H 0.329636 -2.528795 0.291057 3.664 3.426 -0.670
H 2.400910 0.302370 -0.111397 2.994 1.526 -1.633
H -1.024213 0.871367 1.829654 0.118 -0.601 -3.371
N 1.608409 -0.055782 0.257251 -6.815 -3.202 0.720
O 0.587283 1.968651 -0.418665 0.055 -2.830 0.504
S -1.770657 -0.541677 -0.204713 -0.062 1.157 0.955
```
Forces are in eV/Å.

HOMO ... -9.11 eV
Net charge ... 0
Frontier orbital gap ... 8.25 eV
E ... -645.3034 Eh
Lowest unoccupied orbital energy ... -0.85 eV
F_max ... 7.56 eV/A

=====

# 6
Computed, not measured: C3H5NOS in the gas phase, with ωB97M-V/def2-TZVPD.

```
11
Properties=species:S:1:pos:R:3:forces:R:3
C 0.322217 -1.158140 0.655035 2.072 0.580 2.177
C -0.312670 -0.704658 -0.442651 -4.093 -0.245 -3.666
C -0.301799 0.948467 -0.874916 2.486 -0.988 4.097
N 1.024009 -1.646980 1.474357 -1.609 -1.087 -1.670
O -0.847190 1.658720 0.135869 -1.478 -0.528 -2.678
S 0.038528 2.253375 1.327693 1.798 0.126 2.049
H 0.139030 -1.211455 -1.376105 -0.789 0.611 1.368
H -1.506686 -0.870408 -0.402532 2.796 -0.079 0.062
H 0.770857 1.026744 -1.057013 -0.018 0.943 0.086
H -0.876382 1.078091 -1.685327 -2.051 -0.125 -3.153
H 1.550087 -1.373758 2.245591 0.886 0.791 1.328
```
Forces are in eV/Å.

HOMO (spin up / spin down) ... -7.06 / -6.27 eV
Net charge ... 0
Frontier orbital gap (spin up / spin down) ... 6.76 / 5.34 eV
E ... -645.3028 Eh
Lowest unoccupied orbital energy (spin up / spin down) ... -0.30 / -0.93 eV
F_max ... 5.50 eV/A

=====

# 7
Computed, not measured: C3H5NOS in the gas phase, with ωB97M-V/def2-TZVPD.

```
11
Properties=species:S:1:pos:R:3:forces:R:3
C 1.363991 -0.487987 0.858410 -4.070 -0.785 -0.471
C 0.261141 -1.379908 0.420211 2.999 6.449 -0.616
C -0.639442 -0.571268 -0.563928 -2.313 -0.845 2.414
S -2.079463 -1.394262 -1.173762 2.856 1.513 0.444
N -0.730457 0.883860 -0.647898 -2.314 -3.612 -3.653
O 0.170582 1.880895 -0.318986 -2.745 3.435 1.681
H 2.148825 -0.895232 1.496867 -0.152 0.184 -0.097
H 1.245775 0.772649 0.767393 0.640 -4.301 -0.160
H 0.010051 -2.421936 0.669168 0.534 0.685 -0.424
H -1.226968 0.922463 -1.660086 1.441 0.922 2.858
H -0.524035 2.690726 0.152612 3.124 -3.644 -1.975
```
Forces are in eV/Å.

HOMO ... -8.50 eV
Net charge ... 0
Frontier orbital gap ... 7.90 eV
E ... -645.2796 Eh
Lowest unoccupied orbital energy ... -0.60 eV
F_max ... 7.14 eV/A
Structure (SMILES) ... C=CC(=S)NO

=====

# 8
Computed, not measured: C3H5NOS in the gas phase, with ωB97M-V/def2-TZVPD.

```
11
Properties=species:S:1:pos:R:3:forces:R:3
O -0.633217 0.525908 -2.117914 0.710 0.040 0.035
C -0.439076 0.086756 -1.022509 -3.223 -1.028 -0.370
N -1.396564 -0.498868 -0.133088 4.094 0.817 -0.681
C -0.433933 -0.658791 0.960136 1.143 0.260 -1.982
C 0.643143 -0.028750 -0.022064 2.895 -0.017 0.285
S 1.334449 1.640735 0.262526 -0.530 1.014 1.130
H -2.347196 -0.415073 -0.120440 -2.790 0.273 0.048
H -0.276946 -1.700003 1.099177 0.467 -0.843 0.660
H -0.526825 -0.124515 1.863541 -0.552 0.700 1.018
H 1.669046 -0.475539 -0.223257 -1.978 -0.702 -0.085
H 2.407119 1.648141 -0.546109 -0.236 -0.514 -0.056
```
Forces are in eV/Å.

HOMO ... -9.38 eV
Net charge ... 0
Frontier orbital gap ... 10.05 eV
E ... -645.4510 Eh
Lowest unoccupied orbital energy ... 0.67 eV
F_max ... 4.23 eV/A
Structure (SMILES) ... O=C1NC[C@@H]1S

=====

# 9
Computed, not measured: a molecular structure, C3H5NOS2, with ωB97M-V/def2-TZVPD.

```
12
Properties=species:S:1:pos:R:3:forces:R:3
C 0.936825 0.890755 0.308379 2.468 1.535 -0.534
C 1.249460 -0.568243 0.233010 -3.482 -0.269 0.243
C -1.243648 -0.001056 -0.720042 2.866 -0.479 1.647
N -1.742006 -0.194210 0.653344 -0.669 1.474 0.684
O -2.861177 -0.626617 0.708318 -0.281 0.017 -0.076
S -0.075011 1.306891 -1.115431 -1.089 0.235 0.932
S -0.252163 -1.497869 -0.475117 0.980 -0.454 0.006
H 0.527970 1.191089 1.309282 0.483 0.020 -1.215
H 1.938925 1.434727 -0.042585 -1.938 -0.741 1.576
H 1.874102 -0.799844 -0.512553 2.869 -0.368 -2.606
H 1.578900 -1.036584 1.108507 0.161 -0.507 1.526
H -1.932173 -0.099044 -1.455107 -2.368 -0.463 -2.184
```
Forces are in eV/Å.

HOMO ... -8.73 eV
Net charge ... 0
Frontier orbital gap ... 8.96 eV
E ... -1043.5527 Eh
Lowest unoccupied orbital energy ... 0.22 eV
F_max ... 3.89 eV/A

=====

# 10
Computed, not measured: C3H5NOS2 in the gas phase, with ωB97M-V/def2-TZVPD.

```
12
Properties=species:S:1:pos:R:3:forces:R:3
C -0.087662 -0.968703 0.615160 -1.597 0.043 0.139
C 0.871884 -0.796261 -0.516665 2.152 -1.785 -0.762
C -1.458085 1.330836 -0.108210 3.402 -3.778 0.869
N -0.263259 1.689504 0.029427 1.157 1.751 -0.363
O 0.983264 1.679441 0.136042 -0.683 0.406 0.228
S -1.794059 -0.428211 0.042722 0.185 0.191 0.658
S 2.519334 -0.055865 0.107472 -3.148 0.016 -0.681
H -0.357672 -1.989315 0.861216 0.485 -0.342 0.084
H 0.293725 -0.480439 1.513673 -0.609 0.178 0.007
H 1.086880 -1.811736 -1.017200 -0.261 1.632 0.599
H 0.401542 -0.132061 -1.236478 0.663 -0.108 -0.376
H -2.195888 1.962805 -0.427161 -1.748 1.796 -0.402
```
Forces are in eV/Å.

HOMO (spin up / spin down) ... -8.29 / -8.28 eV
Net charge ... 0
Frontier orbital gap (spin up / spin down) ... 6.40 / 6.40 eV
E ... -1043.4716 Eh
Lowest unoccupied orbital energy (spin up / spin down) ... -1.88 / -1.89 eV
F_max ... 5.16 eV/A

=====

> Which formula does entry 9 have?

C3H5NOS2